Density functional theory data (ωB97M-V/def2-TZVPD) for a 3-piece molecular cluster, C14H26O10P overall.

Each line ends with the Löwdin charge.
Positions of all 51 atoms, in Å:
O -1.419 0.904 -0.586  0.094
C -1.398 -0.053 0.128  -0.290
C -1.658 0.046 1.628  -0.253
P -3.079 -0.968 2.070  1.150
C -2.549 -2.711 2.170  -0.321
O -1.503 -2.706 3.101  -0.151
C -0.278 -3.295 2.673  -0.213
O 0.585 -2.285 2.269  -0.118
C 1.784 -2.138 3.031  -0.175
C 2.589 -1.002 2.442  -0.232
O 2.801 -1.129 1.046  -0.060
H -1.193 -1.064 -0.272  0.137
H -1.853 1.086 1.891  0.112
H -0.799 -0.354 2.177  0.089
H -3.592 -0.576 3.305  0.053
H -4.075 -0.846 1.086  0.033
H -2.238 -3.000 1.160  0.115
H -3.384 -3.338 2.490  0.119
H -0.474 -3.954 1.822  0.144
H 0.114 -3.868 3.514  0.150
H 1.554 -1.917 4.079  0.139
H 2.357 -3.072 3.006  0.136
H 3.543 -0.939 2.973  0.132
H 2.029 -0.074 2.570  0.120
H 3.071 -2.036 0.864  0.098
C -4.428 1.808 -4.082  -0.011
C -3.815 0.865 -3.084  -0.310
C -3.452 -0.511 -3.609  -0.064
O -3.615 -1.335 -2.435  0.060
C -4.522 -0.736 -1.644  -0.589
O -5.035 -1.262 -0.692  0.094
O -4.771 0.512 -2.046  0.102
H -3.726 1.992 -4.895  0.099
H -5.346 1.386 -4.494  0.097
H -4.672 2.760 -3.615  0.093
H -2.958 1.320 -2.584  0.139
H -2.434 -0.595 -3.977  0.143
H -4.154 -0.859 -4.368  0.145
C 3.729 1.769 0.330  -0.034
C 4.589 2.853 -0.265  -0.328
C 4.467 3.042 -1.765  -0.098
O 5.769 3.507 -2.121  0.064
C 6.650 3.034 -1.202  -0.557
O 7.829 3.070 -1.309  0.179
O 5.980 2.511 -0.143  0.082
H 2.673 1.989 0.160  0.090
H 3.965 0.803 -0.112  0.080
H 3.901 1.696 1.404  0.084
H 4.440 3.806 0.251  0.158
H 3.721 3.773 -2.064  0.137
H 4.282 2.093 -2.276  0.138

## Properties
Total charge: +1
M, g mol⁻¹: 385.33
HOMO-LUMO gap, eV: 9.079